--- P ---
Entry from the Open Molecules 2025 dataset: a gas-phase ion, C3H6NO2S (charge +1) (ωB97M-V/def2-TZVPD).

```
13
Properties=species:S:1:pos:R:3:lowdin_charge:R:1
C 2.838 1.006 -1.145 0.241
N 1.778 1.069 -0.699 0.072
S 0.566 1.713 0.714 1.023
O 1.675 1.167 2.155 -0.340
O 0.430 3.062 0.412 -0.238
C -0.904 0.714 0.129 -0.246
C -0.746 -0.756 0.437 -0.105
H 3.823 0.935 -1.460 0.113
H -1.763 1.176 0.545 0.113
H -0.868 0.978 -0.829 0.046
H -0.852 -0.867 1.519 0.089
H -1.709 -1.385 0.276 0.137
H 0.059 -1.342 -0.043 0.095
```

Calculated values
Total charge   +1
HOMO energy   -0.571 Ha
SMILES string   C#[N+]S(=O)(=O)CC
LUMO energy   -0.234 Eh

---

--- Q ---
Entry from the Open Molecules 2025 dataset: a gas-phase ion, C3H6NO2S (charge +1) (ωB97M-V/def2-TZVPD).

```
13
Properties=species:S:1:pos:R:3:lowdin_charge:R:1
C 2.376 -2.297 -0.083 0.203
N 1.789 -1.334 0.034 0.083
S 1.782 0.663 -0.158 0.930
O 2.886 0.951 0.947 -0.285
O 2.031 0.598 -1.583 -0.233
C 0.117 1.023 0.478 -0.266
C -1.007 0.493 -0.325 -0.068
H 3.193 -2.883 -0.308 0.111
H 0.259 0.765 1.535 0.121
H 0.267 2.185 0.496 0.168
H -1.156 0.977 -1.189 0.061
H -0.927 -0.481 -0.643 0.073
H -1.807 0.807 0.279 0.102
```

Calculated values
Total charge   +1
HOMO energy   -0.614 Ha
SMILES string   C#[N+]S(=O)(=O)CC
LUMO energy   -0.217 Eh

---

Q is preferred energetically. Next in line: 229.8 kJ/mol higher.

---

--- P ---
Entry from the Open Molecules 2025 dataset: a single C5H2O3 molecule (ωB97M-V/def2-TZVPD).

```
10
Properties=species:S:1:pos:R:3:lowdin_charge:R:1
C -2.164 0.044 2.078 0.166
C -1.384 -0.156 1.105 0.011
C -0.690 -0.121 -0.238 -0.292
O -1.199 -0.187 -1.373 0.117
C 0.832 -0.201 -0.201 -0.295
O 1.360 -0.606 0.771 0.156
C 1.737 0.226 -1.448 -0.107
O 1.413 0.881 -2.444 0.073
H -2.644 0.364 2.981 0.037
H 2.739 -0.243 -1.230 0.133
```

Calculated values
Total charge   0
HOMO energy   -0.371 Ha
SMILES string   C#CC(=O)C(=O)C=O
LUMO energy   -0.056 Eh

---

--- Q ---
Entry from the Open Molecules 2025 dataset: a molecular structure, C5H2O3 (ωB97M-V/def2-TZVPD).

```
10
Properties=species:S:1:pos:R:3:lowdin_charge:R:1
C 1.447 -0.149 -0.127 -0.483
C -0.251 0.898 0.241 -0.087
C -1.558 0.944 -0.186 0.024
C -1.129 -1.251 0.065 0.045
C 0.098 -0.496 0.385 -0.009
H -2.118 1.756 -0.352 0.077
H -1.453 -2.200 0.224 0.087
O 2.483 -0.666 -0.205 0.204
O 1.178 1.131 0.092 0.134
O -2.170 -0.368 -0.157 0.008
```

Calculated values
Total charge   0
HOMO energy   -0.354 Ha
LUMO energy   -0.006 Eh

---

P is preferred energetically. Next in line: 69.6 kJ/mol higher.

---

--- P ---
Entry from the Open Molecules 2025 dataset: a single C4H10N2S molecule (ωB97M-V/def2-TZVPD).

```
17
Properties=species:S:1:pos:R:3:lowdin_charge:R:1
H 2.717 -0.009 0.297 0.004
N 2.544 -0.990 0.049 0.071
C 1.291 -1.123 -0.065 -0.368
N 0.296 -0.158 -0.136 -0.477
S 0.599 1.537 -0.104 0.836
C -1.093 -0.635 -0.018 -0.478
C -1.905 -0.242 -1.215 -0.076
C -1.677 -0.250 1.376 -0.075
H 0.887 -2.117 -0.284 0.117
H 0.190 1.746 1.163 -0.129
H -1.055 -1.744 0.005 0.131
H -1.424 -0.611 -2.105 0.080
H -2.885 -0.676 -1.215 0.075
H -2.018 0.831 -1.289 0.063
H -1.931 0.815 1.456 0.061
H -1.019 -0.460 2.227 0.078
H -2.621 -0.832 1.541 0.089
```

Calculated values
Total charge   0
HOMO energy   -0.328 Ha
SMILES string   [H]/N=C\N(S)C(C)C
LUMO energy   0.021 Eh

---

--- Q ---
Entry from the Open Molecules 2025 dataset: a molecular structure, C4H10N2S (ωB97M-V/def2-TZVPD).

```
17
Properties=species:S:1:pos:R:3:lowdin_charge:R:1
C 2.368 -0.407 -0.619 -0.201
C 0.505 0.599 0.152 -0.578
C -0.039 1.965 0.551 -0.159
C -0.002 -1.745 0.874 -0.262
H 3.689 -0.518 -0.734 0.144
H 1.594 -0.603 -1.470 0.097
H 2.081 -1.523 0.322 0.089
H -0.045 3.080 -0.371 0.178
H 1.014 2.296 1.527 0.175
H -1.477 1.762 1.034 0.029
H 0.548 -1.394 2.304 0.195
H 1.110 -2.460 0.200 0.131
H -1.175 -2.536 0.789 0.140
H -2.414 1.554 0.394 0.072
N 1.718 0.730 -0.188 -0.061
N -0.307 -0.684 -0.109 -0.562
S -1.987 -0.153 -0.479 0.574
```

Calculated values
Total charge   0
HOMO energy   -0.321 Ha
LUMO energy   -0.052 Eh

---

P is preferred energetically. Next in line: 1453.9 kJ/mol higher.

---

--- P ---
Entry from the Open Molecules 2025 dataset: 2 unconnected molecules or ions with the total composition C4H2F2O (ωB97M-V/def2-TZVPD).

```
9
Properties=species:S:1:pos:R:3:lowdin_charge:R:1
O 0.606 1.864 -0.437 0.187
C 1.112 0.827 -0.415 -0.089
C 1.857 -0.254 -0.062 -0.293
F 3.107 -0.350 -0.615 0.066
F 1.357 -1.426 0.406 0.072
C -2.101 0.459 0.359 0.003
C -1.790 -0.715 0.286 -0.001
H -2.568 1.379 0.386 0.005
H -1.580 -1.783 0.092 0.049
```

Calculated values
Total charge   0
HOMO energy   -0.338 Ha
SMILES string   O=C=C(F)F.C#C
LUMO energy   -0.004 Eh

---

--- Q ---
Entry from the Open Molecules 2025 dataset: 2 unconnected molecules or ions with the total composition C4H2F2O (ωB97M-V/def2-TZVPD).

```
9
Properties=species:S:1:pos:R:3:lowdin_charge:R:1
C -1.918 0.661 -1.939 0.169
C -1.301 0.089 -0.971 -0.252
C -1.240 -0.880 0.071 -0.135
C -0.681 0.236 0.355 -0.162
O 2.006 0.031 0.099 0.076
F -1.075 -2.118 0.478 0.158
F -0.601 1.123 1.296 0.175
H 2.847 -0.042 0.240 -0.045
H 1.964 0.900 0.371 0.016
```

Calculated values
Total charge   0
HOMO energy   -0.325 Ha
LUMO energy   -0.024 Eh

---

--- R ---
Entry from the Open Molecules 2025 dataset: a single C4H2F2O molecule (ωB97M-V/def2-TZVPD).

```
9
Properties=species:S:1:pos:R:3:lowdin_charge:R:1
C 0.574 2.468 0.334 -0.038
C 0.366 1.315 0.020 -0.218
C 0.330 -0.183 -0.433 -0.339
C -1.036 -0.478 -0.133 -0.174
O 1.369 -0.811 0.293 -0.022
F -1.451 -0.817 1.058 0.230
F -2.041 -0.090 -0.887 0.222
H 0.617 -0.379 -1.522 0.191
H 1.272 -1.025 1.270 0.148
```

Calculated values
Total charge   0
HOMO energy (spin up / spin down)   -0.338 / -0.337 Ha
LUMO energy (spin up / spin down)   -0.089 / -0.092 Eh

---

P is preferred energetically. Next in line: 264.9 kJ/mol higher.

---

--- P ---
Entry from the Open Molecules 2025 dataset: 2 unconnected molecules or ions with the total composition C3H9N5O (ωB97M-V/def2-TZVPD).

```
18
Properties=species:S:1:pos:R:3:lowdin_charge:R:1
H 0.797 -1.669 1.497 0.055
N 1.000 -1.914 0.530 0.075
C 0.054 -1.652 -0.261 -0.307
N -1.183 -1.156 0.023 -0.257
N -2.008 -0.584 -0.947 0.072
O -1.417 -0.641 1.291 -0.021
H 0.176 -1.896 -1.314 0.121
H -2.646 -1.270 -1.339 0.089
H -1.474 -0.134 -1.685 0.080
H -1.189 0.318 1.284 0.055
N -0.727 2.095 0.640 0.027
C 0.468 1.575 0.238 -0.186
C 1.556 1.109 0.022 -0.191
N 2.724 0.467 -0.140 0.053
H -1.351 2.309 -0.131 0.094
H -0.630 2.894 1.259 0.101
H 2.643 -0.532 0.034 0.054
H 3.206 0.679 -1.003 0.088
```

Calculated values
Total charge   0
HOMO energy   -0.313 Ha
SMILES string   [H]/N=C\N(N)O.NC#CN
LUMO energy   0.024 Eh

---

--- Q ---
Entry from the Open Molecules 2025 dataset: 5 unconnected molecules or ions with the total composition C3H9N5O (ωB97M-V/def2-TZVPD).

```
18
Properties=species:S:1:pos:R:3:lowdin_charge:R:1
C 1.487 -2.494 -0.911 -0.271
C -0.860 0.188 -1.209 -0.274
C -0.783 1.660 1.515 -0.737
H 1.104 -4.076 -0.142 0.158
H 2.339 -1.366 0.110 0.180
H 2.086 -2.866 -2.428 0.121
H 0.880 -0.895 -2.764 0.222
H -1.422 -0.024 -2.046 0.111
H -0.552 2.977 0.137 0.176
H -0.456 0.017 2.873 0.244
H -0.659 -0.258 1.195 -0.008
H -0.019 3.260 2.170 0.105
N 0.213 -1.687 -1.742 -0.182
N 0.155 -0.438 -0.803 -0.072
N -0.425 1.927 0.289 0.079
N -1.021 0.385 1.806 0.101
N -0.666 2.386 2.569 0.082
O -1.401 1.304 -0.619 -0.034
```

Calculated values
Total charge   0
HOMO energy   -0.327 Ha
LUMO energy   -0.037 Eh

---

P is preferred energetically. Next in line: 1157.8 kJ/mol higher.

---

--- P ---
Entry from the Open Molecules 2025 dataset: 2 unconnected molecules or ions with the total composition CBrF2I (ωB97M-V/def2-TZVPD).

```
5
Properties=species:S:1:pos:R:3:lowdin_charge:R:1
C -0.446 0.416 -0.129 -0.922
F -0.306 1.008 1.000 0.046
F -0.952 1.171 -1.027 0.088
Br 2.729 -0.993 0.092 -0.044
I -1.025 -1.602 0.064 0.832
```

Calculated values
Total charge   0
HOMO energy (spin up / spin down)   -0.379 / -0.317 Ha
LUMO energy (spin up / spin down)   -0.036 / -0.125 Eh

---

--- Q ---
Entry from the Open Molecules 2025 dataset: a single CBrF2I molecule (ωB97M-V/def2-TZVPD).

```
5
Properties=species:S:1:pos:R:3:lowdin_charge:R:1
F 0.507 0.813 1.020 -0.028
C 0.077 0.136 -0.019 -1.388
F 0.405 0.771 -1.098 -0.010
Br 1.025 -1.741 0.091 0.519
I -2.014 0.020 0.007 0.907
```

Calculated values
Total charge   0
HOMO energy   -0.377 Ha
SMILES string   FC(F)(Br)I
LUMO energy   -0.024 Eh

---

Q is preferred energetically. Next in line: 248.7 kJ/mol higher.